# 1
Molecular formula: C16H31N2O4OsSe
Method: DFT, the ωB97M-V functional and the def2-TZVPD basis

Structure (ORCA input):
```
! RIJCOSX wB97M-V def2-TZVPD def2/J DEFGRID3
* xyz 1 5
Os -0.24 0.42 0.29
C -0.64 -0.76 2.16
C -1.02 -1.61 1.08
C 0.05 -2.58 0.94
C 1.14 -2.19 1.77
C 0.77 -1.04 2.45
C 1.55 -0.33 3.51
C 2.40 -2.97 2.01
C -0.10 -3.86 0.19
C -2.43 -1.89 0.65
C -1.55 -0.29 3.25
H 1.23 0.72 3.59
H 2.62 -0.36 3.32
H 1.38 -0.79 4.49
H 2.67 -3.60 1.16
H 2.27 -3.62 2.87
H 3.24 -2.31 2.23
H -0.45 -3.70 -0.83
H -0.87 -4.47 0.67
H 0.81 -4.45 0.16
H -2.50 -2.10 -0.42
H -3.09 -1.05 0.87
H -2.82 -2.77 1.17
H -1.29 0.69 3.63
H -1.43 -1.01 4.07
H -2.59 -0.28 2.95
C 0.41 -0.82 -2.32
N 1.36 -0.51 -1.22
C 2.23 -1.69 -1.02
C 2.30 0.57 -1.62
C 1.58 1.86 -1.85
N 0.81 2.24 -0.66
C -0.10 3.34 -1.07
C 1.74 2.78 0.38
H 0.96 -0.99 -3.25
H -0.30 -0.01 -2.47
H -0.14 -1.72 -2.06
H 2.81 -1.84 -1.94
H 1.65 -2.57 -0.84
H 2.91 -1.51 -0.20
H 2.82 0.27 -2.53
H 3.04 0.67 -0.83
H 0.90 1.79 -2.70
H 2.30 2.65 -2.09
H 0.50 4.12 -1.55
H -0.62 3.76 -0.23
H -0.83 2.96 -1.79
H 2.33 3.59 -0.06
H 2.41 2.00 0.73
H 1.16 3.15 1.21
O -2.61 3.71 0.56
Se -2.31 2.32 1.29
O -0.73 2.18 1.84
O -2.01 1.09 0.01
O -3.44 1.72 2.25
*
```

## Properties
- LUMO level (alpha / beta): -3.9 / -5.2 eV

Mulliken charges, unit e, in atom order: 1.67 1.75 1.11 -0.25 1.50 -0.65 -2.04 -1.53 -1.80 -1.84 -1.86 0.33 0.47 0.35 0.39 0.37 0.44 0.37 0.42 0.41 0.35 0.45 0.43 0.35 0.41 0.49 -0.99 0.66 -1.42 -1.01 -1.00 0.23 -1.23 -1.11 0.34 0.41 0.15 0.58 0.24 0.38 0.46 0.44 0.47 0.50 0.42 0.50 0.31 0.41 0.32 0.33 -0.63 1.23 -0.62 -0.85 -0.60


# 2
Molecular formula: C32H26ClF6N3O6PS2Ti
Method: DFT, the ωB97M-V functional and the def2-TZVPD basis

Structure (ORCA input):
```
! RIJCOSX wB97M-V def2-TZVPD def2/J DEFGRID3
* xyz 1 3
Ti -0.06 -0.01 0.10
Cl -1.13 2.28 -0.54
C -1.67 3.17 0.89
C -2.26 4.40 0.64
C -2.74 5.14 1.71
C -2.62 4.65 3.01
C -2.03 3.42 3.23
C -1.54 2.65 2.17
P -0.74 1.04 2.49
C -1.74 0.29 3.79
C -1.45 0.45 5.14
C -2.27 -0.14 6.10
C -3.36 -0.89 5.70
C -3.65 -1.06 4.36
C -2.84 -0.48 3.40
C 0.86 1.47 3.20
C 1.44 2.65 2.97
C 2.93 2.78 2.86
C 3.77 1.55 3.31
C 2.98 0.38 3.78
C 1.66 0.32 3.69
H -2.36 4.76 -0.37
H -3.21 6.10 1.53
H -3.00 5.22 3.84
H -1.95 3.03 4.23
H -0.60 1.04 5.45
H -2.04 -0.02 7.15
H -4.00 -1.35 6.45
H -4.51 -1.65 4.05
H -3.05 -0.62 2.34
H 0.84 3.50 2.65
H 3.29 3.73 3.26
H 4.56 1.79 4.02
H 3.54 -0.46 4.19
H 1.13 -0.57 4.01
F -1.91 -1.68 -5.13
C -0.82 -1.36 -4.47
F 0.00 -2.40 -4.42
F -0.21 -0.34 -5.07
S -1.25 -0.81 -2.77
O 0.04 -0.54 -2.13
O -2.13 0.32 -2.87
N -1.91 -2.12 -2.21
S -2.58 -2.11 -0.80
O -1.82 -1.30 0.16
O -2.91 -3.43 -0.37
C -4.19 -1.17 -0.92
F -4.72 -1.30 -2.12
F -5.02 -1.66 -0.01
F -3.98 0.11 -0.66
O 6.53 0.82 2.53
C 5.83 1.80 1.79
C 4.36 1.42 1.85
C 3.42 2.55 1.37
C 2.25 2.08 0.57
N 1.98 0.86 0.31
C 2.97 -0.15 0.55
C 4.10 0.11 1.20
C 2.58 -1.50 0.10
C 3.52 -2.41 -0.36
C 3.12 -3.71 -0.65
C 4.11 -4.74 -1.14
O 5.36 -4.19 -1.50
C 1.78 -4.04 -0.46
C 0.90 -3.06 -0.04
N 1.28 -1.81 0.23
H 7.48 0.99 2.49
H 6.16 1.85 0.75
H 5.96 2.80 2.24
H 3.88 3.42 0.90
H 1.51 2.82 0.29
H 4.83 -0.68 1.36
H 4.55 -2.12 -0.50
H 3.66 -5.31 -1.96
H 4.30 -5.44 -0.33
H 5.32 -3.87 -2.40
H 1.42 -5.03 -0.66
H -0.15 -3.29 0.09
*
```

## Properties
- LUMO level (alpha / beta): -3.1 / -3.1 eV
- Energy relative to the best compared isomer or geometry (same formula, charge and spin): 50.0 kcal per mole

Mulliken charges, unit e, in atom order: 0.56 -0.12 1.19 -0.71 -0.53 -0.89 -0.34 -0.84 1.87 0.34 -0.02 -0.80 -0.51 -0.64 -0.53 1.22 -1.86 -0.12 -0.36 -1.36 -1.12 0.53 0.41 0.44 0.49 0.44 0.43 0.40 0.46 0.16 0.55 0.55 0.43 0.49 0.55 -0.18 0.40 -0.20 -0.19 1.24 -0.51 -0.61 -0.58 1.09 -0.47 -0.64 0.59 -0.22 -0.22 -0.16 -0.56 -1.10 2.62 -1.06 -0.87 0.37 0.45 -2.34 0.39 -0.81 0.68 -0.93 -0.53 -1.25 -0.46 0.12 0.38 0.45 0.44 0.48 0.85 0.62 0.82 0.45 0.30 0.31 0.48 0.56


# 3
Molecular formula: C30H33ClGeN3O3S2Sc
Method: DFT, the ωB97M-V functional and the def2-TZVPD basis

Structure (ORCA input):
```
! RIJCOSX wB97M-V def2-TZVPD def2/J DEFGRID3
* xyz 0 1
Sc 0.10 0.62 -0.43
C -1.85 -3.97 -0.40
C -0.62 -4.39 -0.90
C 0.53 -4.21 -0.14
C 0.46 -3.60 1.10
C -0.77 -3.17 1.59
C -1.92 -3.36 0.84
H -2.74 -4.09 -1.00
H -0.56 -4.86 -1.87
H 1.49 -4.54 -0.53
H 1.35 -3.47 1.70
H -0.83 -2.69 2.56
H -2.88 -3.01 1.21
C 5.13 -2.01 1.34
C 4.94 -1.12 2.39
C 3.76 -0.41 2.51
C 2.76 -0.60 1.56
C 2.93 -1.50 0.52
C 4.12 -2.20 0.41
N 1.51 0.11 1.60
N 1.32 0.77 2.63
C 0.13 1.54 2.63
C -0.13 2.28 3.76
C -1.27 3.09 3.77
C -2.06 3.13 2.64
C -1.69 2.37 1.53
N -0.62 1.59 1.53
H 6.06 -2.55 1.25
H 5.73 -0.97 3.12
H 3.61 0.29 3.31
H 2.13 -1.67 -0.19
H 4.26 -2.90 -0.41
H 0.55 2.22 4.60
H -1.51 3.68 4.64
H -2.95 3.74 2.59
H -2.27 2.40 0.62
C -0.53 5.42 -2.59
Ge 0.47 4.06 -1.59
C 2.28 4.04 -2.32
C 0.60 4.69 0.27
C -0.45 2.35 -1.62
H -0.07 6.40 -2.46
H -1.57 5.47 -2.26
H -0.53 5.18 -3.65
H 2.65 5.06 -2.41
H 2.30 3.58 -3.31
H 2.96 3.47 -1.67
H 1.11 5.66 0.32
H 1.17 3.98 0.89
H -0.39 4.82 0.72
H -0.40 1.94 -2.64
H -1.52 2.57 -1.46
C -5.75 -1.70 -0.12
O -4.42 -1.51 -0.62
C -3.70 -0.49 -0.14
S -4.29 0.53 1.02
S -2.18 -0.44 -0.96
H -6.10 -2.61 -0.60
H -6.38 -0.86 -0.38
H -5.74 -1.82 0.96
Cl 6.38 -0.44 -6.01
C 5.10 -0.23 -4.85
C 3.93 -0.95 -5.00
C 2.92 -0.79 -4.06
C 3.09 0.09 -3.00
C 4.27 0.81 -2.87
C 5.29 0.65 -3.79
C 2.01 0.25 -2.00
O 2.10 1.13 -1.09
O 1.00 -0.52 -2.02
H 3.81 -1.63 -5.83
H 1.99 -1.34 -4.15
H 4.38 1.50 -2.04
H 6.21 1.20 -3.71
*
```

## Properties
- LUMO level: -1.8 eV
- Energy relative to the best compared isomer or geometry (same formula, charge and spin): 5.2 kcal per mole

Mulliken charges, unit e, in atom order: -0.46 -0.37 -0.44 -0.53 -0.29 -0.42 -0.42 0.34 0.38 0.41 0.53 0.41 0.42 -0.60 -0.61 -0.50 0.05 0.05 -0.93 1.50 -0.79 -0.19 -0.44 -0.41 -1.10 -0.88 1.00 0.42 0.39 0.48 0.41 0.47 0.55 0.42 0.48 0.77 -1.26 0.65 -1.15 -1.21 -1.00 0.37 0.34 0.37 0.45 0.35 0.19 0.46 0.26 0.27 0.52 0.63 -0.88 -0.17 0.15 -0.30 0.00 0.26 0.34 0.37 -0.21 0.45 -0.82 -0.21 0.10 -0.12 -0.94 1.54 -0.87 -0.85 0.43 0.53 0.40 0.42


# 4
Molecular formula: C5H13NO2
Method: DFT, the ωB97M-V functional and the def2-TZVPD basis

Structure (ORCA input):
```
! RIJCOSX wB97M-V def2-TZVPD def2/J DEFGRID3
* xyz 0 1
C 0.72 1.12 1.70
C 0.00 0.03 1.89
C -0.64 -0.78 0.78
N 0.26 -1.71 0.30
C -1.84 -0.41 0.32
C -2.61 -1.11 -0.72
H 1.11 1.45 0.68
H 0.61 2.10 2.38
H -0.33 -0.26 2.88
H 0.16 -2.15 -0.57
H 1.07 -1.85 0.81
H -2.38 0.28 1.06
H -2.56 -2.18 -0.50
H -2.15 -0.97 -1.74
H -3.65 -0.80 -0.78
O 0.78 2.65 -1.52
H 1.40 1.84 -1.65
H -0.02 2.42 -1.93
O 2.46 -0.13 -1.47
H 2.24 -0.36 -0.57
H 3.20 -0.55 -1.86
*
```

## Properties
- LUMO level: 0.6 eV
- Energy relative to the best compared isomer or geometry (same formula, charge and spin): 76.0 kcal per mole
- SMILES string: C=C/C(N)=C/C.O.O

Mulliken charges, unit e, in atom order: -0.36 -0.65 0.72 -0.46 -0.23 -1.19 0.00 0.22 0.36 0.18 0.29 0.25 0.30 0.25 0.33 -0.64 0.33 0.30 -0.63 0.33 0.29


# 5
Molecular formula: C23H26N2O5P2PdS3
Method: DFT, the ωB97M-V functional and the def2-TZVPD basis

Structure (ORCA input):
```
! RIJCOSX wB97M-V def2-TZVPD def2/J DEFGRID3
* xyz 0 1
Pd -0.24 -0.82 -0.57
C 2.86 -1.95 -0.88
P 1.90 -0.42 -0.98
C 2.32 0.19 -2.63
C 2.56 0.68 0.27
C 3.62 1.56 0.11
C 4.02 2.34 1.19
C 3.39 2.22 2.42
C 2.34 1.33 2.59
C 1.91 0.58 1.51
P 0.46 -0.50 1.53
C -0.73 0.26 2.67
C 0.88 -2.05 2.39
H 3.92 -1.73 -1.07
H 2.49 -2.66 -1.62
H 2.76 -2.40 0.11
H 3.40 0.11 -2.76
H 2.01 1.23 -2.74
H 1.82 -0.43 -3.37
H 4.10 1.69 -0.85
H 4.78 3.09 1.04
H 3.68 2.88 3.23
H 1.83 1.28 3.54
H -0.91 1.29 2.37
H -0.32 0.25 3.68
H -1.66 -0.30 2.65
H 1.66 -1.86 3.12
H 1.21 -2.81 1.68
H -0.01 -2.42 2.90
O -3.49 -1.57 1.94
S -3.61 -1.51 0.51
O -4.25 -0.38 -0.09
N -2.13 -1.72 -0.19
C -2.03 -2.85 -0.88
S -0.59 -3.17 -1.73
C -3.25 -3.68 -0.84
C -3.48 -4.91 -1.42
C -4.74 -5.49 -1.24
C -5.72 -4.84 -0.51
C -5.49 -3.60 0.08
C -4.24 -3.05 -0.10
H -2.71 -5.39 -2.00
H -4.95 -6.45 -1.69
H -6.69 -5.31 -0.39
H -6.26 -3.09 0.65
N -1.36 1.04 -1.80
C -0.62 2.19 -1.37
C -0.75 2.66 -0.07
C 0.15 3.60 0.42
C 1.16 4.09 -0.39
C 1.20 3.72 -1.73
C 0.31 2.77 -2.22
S 2.41 5.21 0.24
O 3.62 4.75 -0.43
O 1.97 6.53 -0.15
O 2.40 4.95 1.68
H -2.27 0.98 -1.34
H -1.52 1.04 -2.80
H -1.54 2.27 0.55
H 0.10 3.93 1.44
H 1.96 4.15 -2.37
H 0.35 2.47 -3.26
*
```

## Properties
- LUMO level: -1.4 eV
- Energy relative to the best compared isomer or geometry (same formula, charge and spin): 12.0 kcal per mole

Mulliken charges, unit e, in atom order: -0.38 -1.15 1.27 -1.32 0.38 -0.55 -0.50 -0.47 -0.87 0.05 1.40 -1.47 -1.41 0.46 0.41 0.30 0.48 0.20 0.39 0.31 0.25 0.36 0.34 0.29 0.55 0.43 0.42 0.37 0.46 -0.68 1.08 -0.66 -0.10 1.05 -0.51 0.20 -0.71 -0.55 -0.54 -0.70 0.22 0.42 0.40 0.40 0.46 -0.60 0.76 -0.56 -0.63 -0.12 -0.27 -1.08 1.33 -0.70 -0.69 -0.67 0.20 0.25 0.69 0.47 0.46 0.35


Taking the records one at a time from the top gives E_tot values of -3530.38806 -4897.12925 -5647.28055 -403.45550 -3382.97213 Eh.